Formula: C15H10MnN5O7S2
Source: the Open Molecules 2025 dataset
Level of theory: ωB97M-V with the def2-TZVPD basis set

Geometry as XYZ:
```
40
Properties=species:S:1:pos:R:3
Mn 0.12735 -0.60737 0.09434
C 5.09938 0.54579 0.81952
S 4.26643 1.81691 -0.17156
C 2.71470 0.99385 -0.39649
S 1.73388 0.74369 1.02823
N 2.35096 0.72461 -1.59552
N 1.09154 0.16196 -1.66142
C 0.19034 0.87362 -2.22830
C -1.20058 0.37886 -2.23272
C -2.21286 1.07773 -2.86115
C -3.49693 0.54871 -2.79923
C -3.70960 -0.62786 -2.10011
C -2.63722 -1.23345 -1.45661
N -1.40612 -0.74574 -1.53174
H 6.08730 0.94188 1.04552
H 5.19697 -0.37142 0.24448
H 4.56260 0.36453 1.74628
H 0.40578 1.85686 -2.63670
H -2.00086 2.00642 -3.37223
H -4.32419 1.05391 -3.27872
H -4.69571 -1.06272 -2.02550
H -2.76809 -2.12845 -0.86120
O -0.09578 -4.39962 1.47963
C -0.17217 -3.19231 1.42940
O 0.45549 -2.45473 0.55580
C -1.05710 -2.47991 2.44813
C -1.46548 -3.23712 3.53495
C -2.28252 -2.69764 4.50765
C -2.75570 -1.40396 4.40699
C -2.38565 -0.66517 3.31013
C -1.49615 -1.14809 2.32833
O -1.13087 -0.31945 1.36430
N -2.97137 0.67220 3.16992
O -3.31700 1.02267 2.05897
O -3.11633 1.32664 4.18336
N -2.68026 -3.51110 5.65999
O -3.43053 -3.00296 6.47097
O -2.26579 -4.64988 5.71593
H -1.13065 -4.26236 3.60100
H -3.40818 -0.98632 5.15878
```

Results
LUMO level (spin up / spin down)	-2.4 / -2.0	eV
Kohn-Sham gap (spin up / spin down)	6.8268 / 7.5182	eV
spin multiplicity	5